# C22H21FIrN7O6S

A molecular structure, C22H21FIrN7O6S (wB97M-V/def2-TZVPD, the Open Molecules 2025 dataset).

```
59
Properties=species:S:1:pos:R:3:forces:R:3
Ir 0.47082 -0.79584 0.10251 -1.3317 1.7967 1.0453
N -3.82316 -1.78714 0.35300 -0.0395 -0.0026 -0.0540
C -2.59000 -1.24720 0.44473 0.0627 -0.0264 -0.0837
S -1.58794 -1.35590 -0.97274 0.5751 -0.2078 -0.3074
N -2.27864 -0.66091 1.56836 -0.1389 0.1293 0.1386
N -1.02533 -0.15352 1.57005 0.9051 -1.2219 -0.6757
C -0.55903 0.33479 2.66528 0.0136 0.2381 0.1123
C -1.32365 0.37944 3.93262 -0.0852 0.1504 -0.0397
C -2.50632 1.10471 4.03534 -0.0112 -0.0135 0.0050
C -3.19607 1.13835 5.23640 0.0039 -0.0053 0.0056
C -2.71507 0.43938 6.33577 0.0035 0.0081 -0.0093
C -1.53964 -0.29034 6.23369 -0.0084 -0.0046 0.0100
C -0.84024 -0.31597 5.03647 0.0179 -0.0123 -0.0304
C 0.82613 0.82665 2.62065 -0.0470 -0.0682 0.1707
C 1.36765 1.61165 3.62656 0.0254 0.0201 0.0281
C 2.68276 2.03597 3.51283 0.0004 0.0133 0.0130
C 3.42321 1.66116 2.40660 -0.0373 -0.0122 0.0064
C 2.81989 0.87664 1.43552 0.1214 -0.0429 0.0114
N 1.55225 0.48383 1.54581 0.2170 -0.5183 -0.7284
H -3.96782 -2.49039 -0.35127 0.0071 -0.0086 0.0383
H -4.33375 -1.88582 1.21564 0.0031 0.0039 -0.0167
H -2.88830 1.62877 3.16911 0.0016 0.0000 0.0091
H -4.11489 1.70472 5.31340 0.0015 0.0009 -0.0009
H -3.25900 0.46148 7.27107 0.0019 -0.0006 -0.0003
H -1.16773 -0.84394 7.08581 0.0028 0.0011 -0.0036
H 0.07368 -0.89114 4.94670 -0.0040 -0.0047 0.0051
H 0.76214 1.87844 4.48048 0.0006 -0.0015 -0.0088
H 3.12203 2.65169 4.28660 -0.0040 -0.0016 0.0034
H 4.45432 1.95929 2.28440 -0.0038 0.0030 -0.0145
H 3.36092 0.54507 0.55578 -0.0232 -0.0097 -0.0018
N -0.00373 1.40934 -1.06682 -0.0122 0.1348 0.0142
C 1.03806 2.03763 -1.88729 -0.0371 0.0290 -0.0418
C 1.79947 0.97217 -2.66872 0.0275 -0.0233 -0.0206
C 2.70181 0.18906 -1.72693 -0.3923 0.1142 -0.0837
O 3.85741 0.54979 -1.56580 0.0695 -0.0650 0.0076
O 2.17335 -0.81448 -1.09064 0.0494 -0.3619 0.3332
H -0.77912 1.09521 -1.64166 0.0101 -0.0350 0.0262
H -0.38711 2.05128 -0.38157 0.0254 0.0297 -0.0194
H 1.72799 2.56684 -1.22667 0.0089 -0.0030 0.0014
H 0.61535 2.77529 -2.57553 0.0073 0.0156 -0.0041
H 2.43031 1.45556 -3.41233 -0.0016 -0.0112 -0.0196
H 1.09675 0.30323 -3.17111 -0.0158 0.0174 0.0055
F 1.41995 -7.50961 -2.40682 -0.0866 0.1620 0.2877
C 0.51393 -6.92867 -1.64972 -1.0576 -0.7478 -1.4520
C 0.95638 -6.22736 -0.48500 1.2259 0.5616 1.4607
N 0.01676 -5.64302 0.32219 -0.2107 -0.0241 -0.1071
C 0.44265 -4.77967 1.40703 0.0015 -0.0344 0.0199
C 0.63738 -3.34831 0.92967 -0.0099 0.0366 -0.0239
O 0.76401 -3.12559 -0.29143 -0.0555 0.0665 0.0140
O 0.62152 -2.43072 1.79194 0.0671 -0.1031 0.1622
C -1.33882 -5.59649 -0.01500 0.0347 0.0335 -0.1501
O -2.13923 -4.96072 0.63659 0.0281 -0.0400 0.0127
N -1.69718 -6.32821 -1.12066 -0.3070 0.0488 0.0740
C -0.85226 -7.01810 -2.02179 0.4682 0.0711 0.1688
O -1.31260 -7.60470 -2.99073 -0.0952 -0.0983 -0.1647
H 1.99557 -6.12266 -0.22823 -0.0259 0.0461 -0.0834
H 1.37474 -5.16444 1.81969 0.0169 -0.0152 -0.0287
H -0.31344 -4.77958 2.18651 -0.0052 -0.0098 -0.0020
H -2.67845 -6.31411 -1.35219 0.0416 0.0031 -0.0140
```
Positions in Å, forces in eV/Å.

2S+1 = 5
HOMO (spin up / spin down) = -5.82 / -8.15 eV
calculated total energy = -2288.0171 Eh
LUMO level (spin up / spin down) = -0.900 / -2.136 eV
gap between HOMO and LUMO (spin up / spin down) = 4.9 / 6.0 eV
energy above the lowest of the compared OMol25 structures with the same formula, charge and spin = 60.15 kcal per mole

natural (NBO) population analysis, charges in e, atoms 1 to 8: 1.30, -0.77, 0.30, -0.14, -0.42, -0.21, 0.21, -0.12